Model 1:
12
Properties=species:S:1:pos:R:3 method="wB97M-V/def2-TZVPD" homo_energy_ev=-10.162 charge=0 multiplicity=1 orbital_gap_ev=10.634
H 1.9356 -0.8612 -1.7758
N 1.5903 -1.7246 -1.3342
C 0.2983 -1.7039 -1.0132
N -0.5702 -0.7612 -1.3452
C -0.7579 0.1199 -0.4569
N -0.0314 0.2421 0.8054
C 0.0037 1.4036 1.5977
O -0.7418 2.3259 1.5112
H -0.1311 -2.5991 -0.5866
H -1.5436 0.8863 -0.5755
H 0.6713 -0.4473 0.8821
H 0.8164 1.2020 2.3189



Model 2:
12
Properties=species:S:1:pos:R:3 method="wB97M-V/def2-TZVPD" homo_energy_ev=-7.779 charge=0 multiplicity=1 orbital_gap_ev=8.237
N -1.9681 -0.5556 0.7250
C -0.6916 -0.1999 0.5216
N 0.3182 -0.6750 1.2844
C 1.4794 -0.1231 0.8848
O 1.6596 -0.3029 -1.3268
C 1.1388 0.6540 -0.4115
N -0.3093 0.6506 -0.4399
H -2.1071 -1.3359 1.3500
H -2.6576 -0.4240 0.0012
H 2.5216 -0.5456 -0.9434
H 1.5366 1.6527 -0.6253
H -0.9203 1.2047 -1.0202



Most stable = model 1



Model 1:
12
Properties=species:S:1:pos:R:3 method="wB97M-V/def2-TZVPD" homo_energy_ev=-8.698 charge=0 multiplicity=1 orbital_gap_ev=8.728
O 2.0865 1.0021 -0.3304
C 0.8960 1.6468 -0.3910
C -0.2575 0.3587 -0.1055
N -0.0873 -0.7250 -0.7715
N -0.9513 -1.7044 -0.1842
C -1.8135 -1.4370 0.7375
N -0.6470 1.1428 0.7462
H 2.0320 0.2132 -0.8978
H 0.5479 1.9368 -1.3869
H 0.8930 2.4862 0.2982
H -0.7352 -2.6069 -0.5994
H -2.3059 -2.3824 1.0163



Model 2:
12
Properties=species:S:1:pos:R:3 method="wB97M-V/def2-TZVPD" homo_energy_ev=-9.270 charge=0 multiplicity=1 orbital_gap_ev=9.856
C 1.6730 -0.3333 0.1060
C 0.7445 0.8530 0.2054
C -1.0111 -0.7636 -0.1401
N 2.7165 -0.3800 -0.5797
N -0.5779 0.5280 0.0922
N -2.3321 -0.7895 -0.1587
O 1.1906 1.9796 0.3502
H 1.4704 -1.0891 0.8357
H 3.0159 0.5518 -0.8741
H -1.1902 1.2443 0.1720
H -2.7490 -1.7438 -0.0747
H -2.9506 -0.0575 0.0659



Most stable = model 2



Model 1:
12
Properties=species:S:1:pos:R:3 method="wB97M-V/def2-TZVPD" homo_energy_ev=-9.850 charge=0 multiplicity=1 orbital_gap_ev=10.146 smiles="CN1C=NN=CO1"
C -0.2510 1.2681 1.0265
N -0.4702 0.0794 0.0753
C 0.0063 -1.1673 0.6433
N 0.5649 -2.0800 -0.1312
N 0.0644 -1.6787 -1.5056
C 0.3073 -0.4890 -1.8277
O 0.5151 0.4506 -0.9585
H 0.7894 1.4466 1.4330
H -0.4680 2.3065 0.4695
H -1.1016 1.2580 1.8911
H 0.1760 -1.3893 1.7926
H -0.1325 -0.0048 -2.9083



Model 2:
12
Properties=species:S:1:pos:R:3 method="wB97M-V/def2-TZVPD" homo_energy_ev=-9.040 charge=0 multiplicity=1 orbital_gap_ev=9.374
N -1.7565 -0.8443 0.9677
C -0.6326 -1.5500 1.1614
N 0.3681 -2.1122 1.3512
C 1.5922 0.5084 0.0149
O 1.8485 -0.5575 -0.6851
C 0.7054 1.4185 -0.7379
N -0.5670 1.3411 -0.6523
H -2.5441 -1.3957 0.6577
H -1.5784 -0.0033 0.4033
H 2.3480 -1.1766 -0.1225
H 1.2309 2.2457 -1.2353
H -1.0143 2.1260 -1.1232



Most stable = model 2



Model 1:
12
Properties=species:S:1:pos:R:3 method="wB97M-V/def2-TZVPD" homo_energy_ev=-9.855 charge=0 multiplicity=1 orbital_gap_ev=9.727
H 3.2690 -0.9027 0.1409
N 3.2585 0.1340 -0.0320
C 2.1323 0.6135 -0.0961
N 1.0623 -0.2960 -0.2368
C -0.1535 0.0925 0.2097
N -1.3182 -0.6124 0.2882
C -2.5887 -0.2004 -0.2107
O -2.8435 1.0188 -0.0536
H 2.1557 1.6982 0.0686
H -0.5295 1.1623 0.4846
H -1.1509 -1.7246 -0.0241
H -3.2932 -0.9832 -0.5388



Model 2:
12
Properties=species:S:1:pos:R:3 method="wB97M-V/def2-TZVPD" homo_energy_ev=-9.276 charge=0 multiplicity=1 orbital_gap_ev=10.066 smiles="CN=C=N.N=C=O"
C -0.9465 1.1571 0.1002
N -0.7076 -0.2152 0.2760
C -1.2915 -1.1079 -0.2705
N -1.8342 -2.0531 -0.7365
H -1.2021 1.4689 1.1209
H -0.0198 1.7022 0.1215
H -1.6761 1.6003 -0.5316
H -1.8133 -2.5995 -1.5681
N 2.3688 -0.4835 0.8057
C 2.3615 0.3284 -0.0849
O 2.3833 1.1729 -0.9027
H 2.3775 -0.9706 1.6699



Most stable = model 2



Model 1:
12
Properties=species:S:1:pos:R:3 method="wB97M-V/def2-TZVPD" homo_energy_ev=-9.732 charge=0 multiplicity=1 orbital_gap_ev=10.565 smiles=OCc1nc[nH]n1
O -0.3975 -2.6134 -0.6147
C 0.3163 -1.3924 -0.6761
C -0.2020 -0.2048 0.0283
N -0.6778 0.1321 1.2554
C -0.3385 1.4000 1.3317
N 0.2926 1.8133 0.2149
N 0.2643 0.8260 -0.6711
H -1.2385 -2.5632 -1.0819
H 0.6820 -0.5468 -1.5044
H 1.3155 -1.6472 -0.3283
H -0.4759 2.0531 2.1739
H 0.4597 2.7434 -0.1275



Model 2:
12
Properties=species:S:1:pos:R:3 method="wB97M-V/def2-TZVPD" homo_energy_ev=-8.880 charge=0 multiplicity=1 orbital_gap_ev=9.184
N 1.8045 -0.8684 0.3261
C 0.5437 -0.5998 -0.1625
C -0.9183 1.8913 -0.7251
N -1.3151 1.0401 0.2136
C -0.4684 0.0363 0.7606
O -0.7086 -0.4369 1.8473
N -0.0200 -1.0071 -1.2308
H 2.3072 -1.6392 -0.0970
H 2.0183 -0.7153 1.3023
H -1.7508 2.6210 -0.8017
H -2.1788 1.1053 0.7581
H 0.5389 -1.7049 -1.7142



Most stable = model 1



Model 1:
12
Properties=species:S:1:pos:R:3 method="wB97M-V/def2-TZVPD" homo_energy_ev=-9.904 charge=0 multiplicity=1 orbital_gap_ev=10.629 smiles="[H]/N=C/N(C=O)/C=N/[H]"
H -1.3858 2.7005 -0.5953
N -1.3061 1.6821 -0.1828
C -0.1626 1.1991 -0.3996
N 0.2744 -0.0574 -0.0610
C 1.6231 -0.4630 -0.3108
O 2.1861 -1.5217 -0.0588
C -0.4727 -0.9656 0.6913
N -1.7424 -0.9402 0.5171
H -1.9684 -1.8898 1.0621
H 0.7662 1.7084 -0.7053
H 2.0859 0.3757 -0.9908
H 0.1022 -1.8280 1.0340



Model 2:
12
Properties=species:S:1:pos:R:3 method="wB97M-V/def2-TZVPD" homo_energy_ev="-8.093 / -8.093" charge=0 multiplicity=1 orbital_gap_ev="7.253 / 7.250"
N 0.6496 -2.3200 0.4908
C -0.7263 -0.7217 -0.7188
C -1.1478 0.4258 -1.3002
N -0.4652 1.4717 -0.6571
C 0.3184 0.8926 0.2713
O 1.0536 1.6697 1.0858
N 0.1473 -0.4196 0.2246
H 1.1451 -2.8953 1.2071
H -0.3105 -2.3153 0.8329
H -1.8300 0.6016 -2.1169
H -0.4951 2.4619 -0.8630
H 1.6166 1.1095 1.6318



Most stable = model 1



Model 1:
17
Properties=species:S:1:pos:R:3 method="wB97M-V/def2-TZVPD" homo_energy_ev=-7.808 charge=0 multiplicity=1 orbital_gap_ev=9.027 smiles="C/C=C/NCC"
C 2.9320 -0.0601 -0.8661
C 1.5252 -0.1376 -0.3229
C 0.7822 0.8359 0.2376
N -0.4577 0.6107 0.8059
C -1.5092 0.0122 -0.0344
C -2.6356 -0.6438 0.7196
H 3.3202 0.9413 -1.0356
H 3.5798 -0.6181 -0.1854
H 2.9298 -0.5449 -1.8531
H 1.1557 -1.1556 -0.1999
H 1.0183 1.9154 0.1328
H -0.8498 1.3371 1.3800
H -1.0382 -0.6651 -0.7522
H -1.9382 0.7882 -0.7623
H -3.4943 -0.7602 0.0649
H -2.9900 -0.1992 1.6477
H -2.3304 -1.6562 1.0236



Model 2:
17
Properties=species:S:1:pos:R:3 method="wB97M-V/def2-TZVPD" homo_energy_ev=-9.450 charge=0 multiplicity=1 orbital_gap_ev=10.659 smiles="C=NCCCC"
C 0.4966 -2.6021 1.3537
N 0.4902 -1.3581 1.1659
C 0.0848 -0.7391 -0.0945
C 0.6596 0.6473 -0.2252
C -0.4083 1.7759 -0.1759
C -1.0658 1.9950 -1.5540
H 0.8402 -2.8618 2.3579
H 0.2153 -3.4269 0.6996
H 0.4010 -1.3786 -0.9268
H -1.0042 -0.7048 -0.0584
H 1.3807 0.8514 -1.0110
H 1.2521 0.8499 0.6771
H 0.0157 2.7080 0.1928
H -1.1398 1.4945 0.5832
H -0.7604 1.2296 -2.2696
H -2.1498 1.8520 -1.5243
H -0.8942 2.9941 -1.9475



Most stable = model 1